Record 1
Entry from the OMol25 dataset: a cluster of 7 separate species, C49H49BrFNO15P in total in a non-equilibrium geometry (ωB97M-V/def2-TZVPD).

Each atom is followed by the atoms it is bonded to, with distances in Å.
Geometry (Å):
1 C 5.244 -0.875 1.165  C2 1.527, H21 1.078, H22 1.077, H23 1.091
2 C 3.886 -1.545 1.360  C1 1.527, C3 1.561, H24 1.078, H25 1.092
3 C 3.335 -2.516 0.269  C2 1.561, Br4 1.986, P5 1.986, H26 1.082
4 Br 4.936 -3.418 -0.485  C3 1.986
5 P 2.365 -1.661 -1.239  C3 1.986, C6 1.935, C8 1.943, C11 1.924, N18 1.900, H27 1.438
6 C 1.673 -0.748 -2.798  P5 1.935, C7 1.544, H28 1.088, H29 1.086
7 C 2.740 0.111 -3.511  C6 1.544, H30 1.079, H31 1.083, H32 1.085
8 C 1.822 -3.353 -2.025  P5 1.943, C9 1.516, H33 1.083, H34 1.085
9 C 1.706 -4.639 -1.231  C8 1.516, F10 1.389, H35 1.084, H36 1.093
10 F 2.802 -5.486 -1.331  C9 1.389
11 C 0.714 -1.556 -0.256  P5 1.924, C12 1.530, H37 1.082, H38 1.083
12 C 0.645 -1.528 1.272  C11 1.530, C13 1.518, H39 1.092, H40 1.084
13 C 0.361 -0.186 1.923  C12 1.518, O14 1.434, H41 1.084, H42 1.087
14 O -0.773 0.453 1.322  C13 1.434, C15 1.353
15 C -1.416 1.219 2.233  O14 1.353, C16 1.507, O17 1.212
16 C -2.382 0.512 3.149  C15 1.507, H43 1.072, H44 1.080, H45 1.084
17 O -1.272 2.421 2.291  C15 1.212
18 N 2.987 0.032 -0.640  P5 1.900, C19 1.202
19 C 2.268 0.979 -0.464  N18 1.202, O20 1.205
20 O 1.543 1.927 -0.292  C19 1.205
21 H 5.399 -0.502 0.166  C1 1.078
22 H 6.060 -1.479 1.525  C1 1.077
23 H 5.237 0.007 1.808  C1 1.091
24 H 3.148 -0.844 1.716  C2 1.078
25 H 4.058 -2.192 2.222  C2 1.092
26 H 2.753 -3.235 0.829  C3 1.082
27 H 3.605 -1.768 -1.961  P5 1.438
28 H 0.767 -0.172 -2.616  C6 1.088
29 H 1.393 -1.456 -3.572  C6 1.086
30 H 2.398 1.134 -3.464  C7 1.079
31 H 3.720 -0.006 -3.066  C7 1.083
32 H 2.813 -0.128 -4.566  C7 1.085
33 H 0.855 -3.247 -2.501  C8 1.083
34 H 2.493 -3.556 -2.853  C8 1.085
35 H 1.405 -4.539 -0.195  C9 1.084
36 H 0.902 -5.242 -1.661  C9 1.093
37 H 0.167 -2.439 -0.560  C11 1.082
38 H 0.054 -0.778 -0.620  C11 1.083
39 H -0.243 -2.092 1.565  C12 1.092
40 H 1.430 -1.980 1.869  C12 1.084
41 H 1.232 0.459 1.936  C13 1.084
42 H 0.165 -0.414 2.968  C13 1.087
43 H -2.900 1.225 3.758  C16 1.072
44 H -1.829 -0.193 3.751  C16 1.080
45 H -3.044 -0.073 2.522  C16 1.084
46 C 5.390 3.089 -7.959  C47 1.330, C52 1.483, H54 1.083
47 C 4.736 2.949 -6.809  C46 1.330, C48 1.485, H55 1.082
48 C 3.363 2.383 -6.768  C47 1.485, O49 1.208, C50 1.486
49 O 2.767 2.257 -5.725  C48 1.208
50 C 2.754 1.975 -8.060  C48 1.486, C51 1.330, H56 1.083
51 C 3.410 2.116 -9.208  C50 1.330, C52 1.483, H57 1.083
52 C 4.780 2.684 -9.248  C46 1.483, C51 1.483, O53 1.214
53 O 5.379 2.811 -10.296  C52 1.214
54 H 6.390 3.500 -8.010  C46 1.083
55 H 5.163 3.237 -5.857  C47 1.082
56 H 1.754 1.562 -8.008  C50 1.083
57 H 2.983 1.827 -10.160  C51 1.083
58 C -3.477 4.423 7.861  C59 1.329, C64 1.484, H66 1.083
59 C -3.058 3.182 7.635  C58 1.329, C60 1.484, H67 1.082
60 C -2.382 2.820 6.365  C59 1.484, O61 1.210, C62 1.486
61 O -2.005 1.691 6.146  C60 1.210
62 C -2.187 3.894 5.356  C60 1.486, C63 1.331, H68 1.086
63 C -2.607 5.135 5.586  C62 1.331, C64 1.483, H69 1.083
64 C -3.284 5.497 6.855  C58 1.484, C63 1.483, O65 1.214
65 O -3.672 6.628 7.064  C64 1.214
66 H -3.977 4.709 8.777  C58 1.083
67 H -3.194 2.384 8.354  C59 1.082
68 H -1.692 3.605 4.434  C62 1.086
69 H -2.478 5.933 4.865  C63 1.083
70 C -6.758 3.231 2.008  C71 1.330, C76 1.483, H78 1.083
71 C -6.384 2.609 3.123  C70 1.330, C72 1.484, H79 1.082
72 C -6.224 3.349 4.399  C71 1.484, O73 1.211, C74 1.485
73 O -5.882 2.787 5.416  C72 1.211
74 C -6.494 4.809 4.385  C72 1.485, C75 1.329, H80 1.083
75 C -6.867 5.430 3.270  C74 1.329, C76 1.483, H81 1.083
76 C -7.029 4.689 1.997  C70 1.483, C75 1.483, O77 1.214
77 O -7.375 5.256 0.980  C76 1.214
78 H -6.880 2.712 1.066  C70 1.083
79 H -6.180 1.546 3.154  C71 1.082
80 H -6.369 5.331 5.326  C74 1.083
81 H -7.068 6.493 3.238  C75 1.083
82 C -7.513 6.305 -1.842  C83 1.331, C88 1.485, H90 1.087
83 C -7.549 7.628 -1.700  C82 1.331, C84 1.482, H91 1.083
84 C -7.503 8.533 -2.873  C83 1.482, O85 1.213, C86 1.485
85 O -7.534 9.739 -2.745  C84 1.213
86 C -7.416 7.908 -4.218  C84 1.485, C87 1.330, H92 1.083
87 C -7.381 6.587 -4.364  C86 1.330, C88 1.486, H93 1.083
88 C -7.428 5.682 -3.187  C82 1.485, C87 1.486, O89 1.212
89 O -7.399 4.478 -3.322  C88 1.212
90 H -7.545 5.632 -0.989  C82 1.087
91 H -7.612 8.102 -0.729  C83 1.083
92 H -7.384 8.586 -5.061  C86 1.083
93 H -7.317 6.111 -5.335  C87 1.083
94 C 1.663 -9.262 -2.810  C95 1.331, C100 1.482, H102 1.082
95 C 1.737 -8.017 -3.274  C94 1.331, C96 1.486, H103 1.085
96 C 0.965 -7.599 -4.473  C95 1.486, O97 1.210, C98 1.487
97 O 1.026 -6.471 -4.906  C96 1.210
98 C 0.111 -8.624 -5.129  C96 1.487, C99 1.329, H104 1.083
99 C 0.040 -9.867 -4.662  C98 1.329, C100 1.484, H105 1.083
100 C 0.811 -10.283 -3.464  C94 1.482, C99 1.484, O101 1.214
101 O 0.742 -11.419 -3.040  C100 1.214
102 H 2.216 -9.587 -1.938  C94 1.082
103 H 2.353 -7.258 -2.803  C95 1.085
104 H -0.444 -8.300 -6.001  C98 1.083
105 H -0.575 -10.628 -5.125  C99 1.083
106 C 6.978 -4.175 4.639  C107 1.331, C112 1.482, H114 1.082
107 C 5.922 -4.064 3.837  C106 1.331, C108 1.486, H115 1.084
108 C 4.547 -4.328 4.337  C107 1.486, O109 1.209, C110 1.486
109 O 3.582 -4.232 3.616  C108 1.209
110 C 4.402 -4.719 5.764  C108 1.486, C111 1.330, H116 1.083
111 C 5.460 -4.829 6.561  C110 1.330, C112 1.484, H117 1.083
112 C 6.832 -4.565 6.061  C106 1.482, C111 1.484, O113 1.214
113 O 7.795 -4.665 6.793  C112 1.214
114 H 7.987 -3.988 4.294  C106 1.082
115 H 6.011 -3.780 2.794  C107 1.084
116 H 3.393 -4.906 6.109  C110 1.083
117 H 5.375 -5.112 7.603  C111 1.083

Values from the calculation:
largest force on an atom = 1.99 eV/A
highest occupied orbital energy = -4.6 eV
molar mass = 1021.799 g/mol
charge = -1


Record 2
Entry from the OMol25 dataset: the ion C2H4IO3P with charge -2 in a non-equilibrium geometry (ωB97M-V/def2-TZVPD).

Each atom is followed by the atoms it is bonded to, with distances in Å.
Geometry (Å):
1 C 0.251 0.287 0.018  C2 1.509, H8 1.081, H9 1.223, H10 1.093
2 C -0.732 -0.480 -0.831  C1 1.509, I3 2.164, P4 2.029, H11 1.063
3 I -1.497 0.823 -2.381  C2 2.164
4 P 0.352 -2.051 -1.519  C2 2.029, O5 1.513, O6 1.554, O7 1.506
5 O 0.561 -2.818 -0.231  P4 1.513
6 O -0.660 -2.695 -2.506  P4 1.554
7 O 1.512 -1.320 -2.143  P4 1.506
8 H 0.955 0.749 -0.660  C1 1.081
9 H -0.106 1.082 0.877  C1 1.223
10 H 0.637 -0.605 0.516  C1 1.093
11 H -1.638 -0.717 -0.328  C2 1.063

Values from the calculation:
largest force on an atom = 3.32 eV/A
highest occupied orbital energy = 0.3 eV
molar mass = 233.929 g/mol
SMILES = C[C@@H](I)P(=O)([O-])[O-]
charge = -2
energy relative to the best compared isomer or geometry (same formula, charge and spin) = 63.1 kcal per mole


Record 3
Entry from the OMol25 dataset: the molecule C19H19N2O3P (ωB97M-V/def2-TZVPD).

Each atom is followed by the atoms it is bonded to, with distances in Å.
Geometry (Å):
1 C -3.576 -4.987 -2.895  O2 1.408, H26 1.089, H27 1.095, H28 1.095
2 O -3.235 -4.433 -1.646  C1 1.408, C3 1.360
3 C -2.322 -3.425 -1.609  O2 1.360, C4 1.391, C25 1.397
4 C -1.679 -2.890 -2.720  C3 1.391, C5 1.385, H29 1.078
5 C -0.764 -1.862 -2.564  C4 1.385, C6 1.382, H30 1.078
6 C -0.482 -1.367 -1.305  C5 1.382, O7 1.391, C24 1.388
7 O 0.467 -0.363 -1.146  C6 1.391, P8 1.605
8 P -0.038 1.133 -1.430  O7 1.605, O9 1.459, N10 1.684, N17 1.669
9 O -0.760 1.349 -2.680  P8 1.459
10 N -1.055 1.546 -0.153  P8 1.684, C11 1.388, H31 1.009
11 C -0.885 1.522 1.224  N10 1.388, C12 1.390, C16 1.394
12 C 0.233 0.933 1.803  C11 1.390, C13 1.382, H32 1.077
13 C 0.379 0.924 3.177  C12 1.382, C14 1.384, H33 1.080
14 C -0.586 1.492 3.992  C13 1.384, C15 1.385, H34 1.079
15 C -1.706 2.070 3.418  C14 1.385, C16 1.382, H35 1.080
16 C -1.859 2.087 2.045  C11 1.394, C15 1.382, H36 1.081
17 N 1.391 1.993 -1.368  P8 1.669, C18 1.399, H37 1.012
18 C 2.439 1.975 -0.441  N17 1.399, C19 1.391, C23 1.391
19 C 3.044 0.776 -0.081  C18 1.391, C20 1.383, H38 1.078
20 C 4.087 0.773 0.827  C19 1.383, C21 1.385, H39 1.080
21 C 4.550 1.960 1.370  C20 1.385, C22 1.384, H40 1.079
22 C 3.966 3.157 0.992  C21 1.384, C23 1.383, H41 1.080
23 C 2.916 3.168 0.093  C18 1.391, C22 1.383, H42 1.081
24 C -1.126 -1.886 -0.190  C6 1.388, C25 1.379, H43 1.080
25 C -2.035 -2.911 -0.343  C3 1.397, C24 1.379, H44 1.078
26 H -4.313 -5.759 -2.682  C1 1.089
27 H -4.019 -4.238 -3.559  C1 1.095
28 H -2.708 -5.440 -3.384  C1 1.095
29 H -1.882 -3.256 -3.713  C4 1.078
30 H -0.270 -1.430 -3.420  C5 1.078
31 H -1.903 1.979 -0.486  N10 1.009
32 H 0.986 0.485 1.175  C12 1.077
33 H 1.257 0.468 3.611  C13 1.080
34 H -0.467 1.484 5.064  C14 1.079
35 H -2.468 2.512 4.043  C15 1.080
36 H -2.734 2.540 1.599  C16 1.081
37 H 1.222 2.901 -1.783  N17 1.012
38 H 2.695 -0.145 -0.521  C19 1.078
39 H 4.547 -0.164 1.104  C20 1.080
40 H 5.366 1.953 2.076  C21 1.079
41 H 4.326 4.089 1.403  C22 1.080
42 H 2.457 4.103 -0.197  C23 1.081
43 H -0.909 -1.484 0.788  C24 1.080
44 H -2.546 -3.330 0.510  C25 1.078

Values from the calculation:
largest force on an atom = 0.97 eV/A
highest occupied orbital energy = -8.2 eV
molar mass = 354.346 g/mol
SMILES = COc1ccc(OP(=O)(Nc2ccccc2)Nc2ccccc2)cc1
energy relative to the best compared isomer or geometry (same formula, charge and spin) = 0.0 kcal per mole